(1)
{"formula": "C39H35ClN2PtSi2", "method": "the ωB97M-V functional and the def2-TZVPD basis", "species": ["C", "C", "C", "H", "C", "C", "H", "H", "H", "H", "Pt", "Si", "C", "C", "H", "C", "H", "C", "H", "C", "H", "C", "H", "C", "C", "H", "C", "H", "C", "H", "C", "H", "C", "H", "H", "Si", "C", "C", "H", "C", "H", "C", "H", "C", "H", "C", "H", "C", "C", "H", "C", "H", "C", "H", "C", "H", "C", "H", "H", "Cl", "C", "C", "C", "C", "N", "C", "C", "C", "C", "C", "C", "N", "H", "H", "H", "H", "H", "H", "H", "H"], "xyz": [[0.598, 0.150, 1.487], [1.739, 0.508, 0.707], [1.321, 1.317, -0.364], [2.770, 0.279, 0.974], [-0.145, 1.416, -0.316], [-0.546, 0.717, 0.907], [-1.530, 0.811, 1.369], [0.624, -0.421, 2.417], [1.936, 1.925, -1.027], [-0.718, 2.198, -0.810], [-0.250, -0.168, -1.831], [0.606, 0.431, -3.889], [2.382, -0.284, -3.852], [2.555, -1.348, -4.740], [1.728, -1.585, -5.429], [3.788, -2.001, -4.803], [3.930, -2.775, -5.558], [4.817, -1.629, -3.936], [5.787, -2.115, -4.014], [4.600, -0.639, -2.973], [5.381, -0.353, -2.264], [3.364, 0.003, -2.905], [3.163, 0.726, -2.112], [0.882, 2.295, -3.507], [2.141, 2.893, -3.605], [3.027, 2.289, -3.793], [2.253, 4.282, -3.501], [3.235, 4.737, -3.632], [1.128, 5.060, -3.218], [1.219, 6.148, -3.143], [-0.113, 4.448, -3.025], [-0.989, 5.038, -2.747], [-0.240, 3.075, -3.218], [-1.224, 2.610, -3.143], [0.138, -1.143, -3.223], [0.908, 1.178, -6.401], [0.850, 3.010, -6.940], [1.940, 3.680, -7.555], [2.797, 3.115, -7.938], [1.960, 5.079, -7.672], [2.834, 5.586, -8.102], [0.865, 5.831, -7.227], [0.891, 6.925, -7.280], [-0.279, 5.178, -6.732], [-1.156, 5.750, -6.391], [-0.314, 3.780, -6.661], [-1.257, 3.290, -6.356], [2.644, 0.599, -6.953], [3.783, 1.178, -6.374], [3.679, 1.947, -5.610], [5.062, 0.755, -6.752], [5.934, 1.161, -6.228], [5.215, -0.170, -7.792], [6.217, -0.453, -8.128], [4.086, -0.748, -8.401], [4.199, -1.486, -9.213], [2.803, -0.391, -7.959], [1.923, -0.871, -8.420], [0.117, 0.283, -7.305], [-1.294, 0.713, -5.127], [1.330, -3.467, 0.390], [0.242, -3.865, 1.178], [-0.981, -3.249, 0.997], [-1.118, -2.265, 0.005], [-0.021, -1.848, -0.692], [1.176, -2.458, -0.547], [-2.310, -1.461, -0.186], [-3.476, -1.576, 0.582], [-4.466, -0.616, 0.490], [-4.256, 0.490, -0.342], [-3.077, 0.598, -1.084], [-2.135, -0.374, -1.008], [2.310, -3.916, 0.516], [0.349, -4.638, 1.927], [-1.846, -3.461, 1.620], [2.002, -2.097, -1.164], [-3.536, -2.418, 1.265], [-5.380, -0.715, 1.066], [-4.987, 1.298, -0.416], [-2.867, 1.460, -1.728]], "atomic_forces_ev_per_a": [[-0.8, 0.7, -0.2], [-0.2, 0.6, -0.3], [-0.6, -0.2, 0.6], [-0.2, 0.0, -0.2], [0.8, -0.1, 0.7], [1.2, 0.7, 0.7], [0.2, -0.4, -0.2], [0.0, 0.1, -0.3], [-0.2, -0.4, 0.1], [0.2, 0.1, 0.4], [1.1, -0.5, -2.1], [1.0, 2.4, 0.8], [-0.9, -0.8, -0.3], [0.8, 0.1, 0.0], [0.6, -0.1, 0.2], [-0.4, -0.1, -0.1], [0.1, 0.1, 0.3], [-0.1, 0.1, 0.0], [-0.1, 0.1, 0.0], [-0.1, -0.1, 0.0], [-0.2, -0.2, -0.2], [0.2, 0.1, -0.1], [0.2, -0.2, -0.4], [-0.2, -0.3, -0.8], [-0.4, 0.6, 0.0], [-0.3, 0.2, 0.0], [0.0, -0.1, 0.2], [-0.3, 0.0, 0.0], [0.1, 0.1, 0.1], [0.0, -0.4, 0.0], [0.1, -0.1, -0.1], [0.2, -0.1, -0.2], [0.3, 0.6, 0.1], [0.3, 0.1, 0.0], [-0.9, 0.4, 0.5], [0.8, -0.4, -2.2], [-0.8, 0.5, 0.0], [-0.1, 0.0, 0.5], [-0.3, 0.2, 0.4], [-0.4, -0.2, 0.0], [-0.4, -0.3, 0.1], [-0.2, -0.2, 0.2], [0.0, -0.5, 0.0], [0.1, -0.1, -0.3], [0.5, -0.2, -0.3], [0.4, 0.1, 0.3], [0.8, 0.3, 0.1], [0.1, 0.0, -0.2], [0.4, -0.6, -0.4], [0.0, -0.2, -0.2], [-0.1, 0.1, -0.1], [-0.3, -0.1, -0.4], [-0.3, -0.2, 0.0], [-0.3, 0.1, 0.2], [0.0, 0.2, 0.2], [0.0, 0.5, 0.5], [0.2, 0.4, 0.2], [0.4, 0.3, 0.3], [0.1, 0.3, 0.1], [-0.5, -0.2, 0.3], [-0.1, -0.2, 0.1], [0.2, 0.3, -0.4], [-0.5, 0.4, -0.6], [2.1, -0.4, 0.5], [-0.2, -2.4, 1.2], [-1.0, 0.2, 0.4], [-0.9, 2.1, -0.2], [0.6, -0.4, -0.3], [0.2, 0.3, -0.4], [0.1, 0.2, -0.2], [0.0, -1.2, 0.5], [-2.1, -0.6, 0.3], [-0.2, 0.0, 0.0], [0.1, 0.0, 0.0], [0.3, -0.3, -0.1], [-0.4, 0.0, 0.2], [-0.3, 0.2, -0.1], [0.1, 0.1, 0.0], [0.2, -0.3, 0.1], [0.0, -0.5, 0.2]], "mulliken_spin": [-0.046, 0.117, -0.006, 0.006, -0.087, 0.110, 0.004, -0.002, 0.009, 0.003, 0.780, 0.130, 0.160, -0.026, -0.020, 0.008, 0.001, 0.003, 0.000, 0.000, 0.001, -0.009, 0.007, -0.010, -0.017, 0.003, -0.012, 0.000, 0.010, 0.001, 0.006, 0.000, 0.037, 0.008, 0.026, 0.317, 0.039, 0.019, 0.000, -0.005, 0.000, 0.011, 0.001, -0.008, 0.000, 0.008, 0.004, 0.067, 0.009, -0.001, -0.010, 0.000, 0.016, 0.001, -0.004, 0.000, 0.024, 0.000, 0.021, 0.170, 0.007, -0.004, 0.003, -0.041, 0.051, -0.009, 0.011, 0.012, -0.007, 0.016, -0.021, 0.106, 0.000, 0.000, 0.001, 0.003, 0.001, 0.000, 0.000, -0.004], "relative_energy_kj_mol": 0.0, "spin_multiplicity": 3, "orbital_gap_ev": [5.702, 5.050], "s2": 2.02}

(2)
{"formula": "C2H4NO2P", "method": "the ωB97M-V functional and the def2-TZVPD basis", "species": ["C", "C", "P", "O", "N", "O", "H", "H", "H", "H"], "xyz": [[-0.757, 0.450, -0.054], [0.536, 0.727, 0.678], [1.417, -1.299, 0.113], [0.074, -2.118, -0.182], [0.428, -1.160, -1.261], [-0.466, -0.093, -1.359], [-1.426, -0.142, 0.498], [-1.310, 1.270, -0.369], [1.179, 1.387, 0.266], [0.326, 0.978, 1.671]], "atomic_forces_ev_per_a": [[2.0, 0.4, -0.9], [-1.8, -4.9, -0.6], [0.6, 3.5, 1.8], [-1.6, -0.5, 0.2], [-0.1, 0.0, -2.2], [0.4, -1.3, 1.0], [-0.6, -1.3, 0.7], [-0.9, 2.1, -0.2], [2.0, 2.1, -1.7], [0.1, -0.1, 1.7]], "lowdin_charge": [-0.276, -0.141, 0.963, -0.363, -0.282, -0.147, 0.094, 0.100, 0.012, 0.039], "relative_energy_kj_mol": 532.6, "spin_multiplicity": 1, "orbital_gap_ev": 9.564, "smiles": "C1Cp2on2O1"}

Number 1: molar mass 818.43 g/mol, maximum force 0.0536 hartree/bohr. Number 2: molar mass 105.03 g/mol, maximum force 0.1019 hartree/bohr.